<w>
{
  "formula": "H3N3",
  "method": "ωB97M-V/def2-TZVPD",
  "smiles": "N#N.N",
  "symbols": ["N", "N", "N", "H", "H", "H"],
  "positions_angstrom": [[-1.79934, -0.87632, 0.49836], [-1.92825, 0.09287, 1.01045], [1.12986, 0.06357, -0.23389], [0.15027, -0.31119, -0.15445], [1.18347, 1.01956, 0.05862], [1.26401, 0.01151, -1.17909]]
}

---

<x>
{
  "formula": "H3N3",
  "method": "ωB97M-V/def2-TZVPD",
  "symbols": ["N", "N", "N", "H", "H", "H"],
  "positions_angstrom": [[0.21974, -0.26387, 1.69180], [0.70114, -0.84805, 0.77967], [-0.71583, -0.27574, -1.01865], [-0.61986, 0.38407, 1.42955], [-1.30735, -1.02239, -1.08713], [-0.17003, -0.33086, -1.83071]]
}

---

Bottom line: <w>, by a margin of 0.1722 hartree.

---

<w>
{
  "formula": "C2H9O2",
  "method": "ωB97M-V/def2-TZVPD",
  "total_charge": 1,
  "symbols": ["O", "H", "H", "H", "C", "O", "C", "H", "H", "H", "H", "H", "H"],
  "positions_angstrom": [[0.15643, 0.00513, -2.24090], [0.17600, -0.24401, -0.82308], [1.04235, -0.31498, -2.00023], [0.11968, 0.94420, -2.48227], [-0.16529, 0.32717, 1.35462], [0.81906, 0.48479, 0.30368], [-0.98612, -0.89043, 1.00822], [-0.90961, 1.13704, 1.29988], [0.33892, 0.34225, 2.31930], [1.44995, 1.19641, 0.47208], [-1.69819, -0.84929, 0.17272], [-1.71447, -1.09234, 1.80324], [-0.26410, -1.70241, 1.00681]]
}

---

<x>
{
  "formula": "C2H9O2",
  "method": "ωB97M-V/def2-TZVPD",
  "total_charge": 1,
  "symbols": ["O", "H", "H", "H", "C", "O", "C", "H", "H", "H", "H", "H", "H"],
  "positions_angstrom": [[0.30094, -2.44593, -0.53218], [-0.48847, -1.32345, 0.10808], [0.00530, -3.21692, -1.02901], [1.27101, -2.42808, -0.63952], [0.31194, 0.65247, 0.58793], [-0.64746, -0.47428, 0.66628], [-0.16241, 1.78709, -0.28143], [0.44123, 1.02440, 1.59878], [1.22775, 0.23650, 0.16655], [-1.56137, -0.18203, 0.78692], [-1.03068, 2.31116, 0.10617], [0.66721, 2.49618, -0.21772], [-0.33500, 1.56289, -1.32083]]
}

---

<y>
{
  "formula": "C2H9O2",
  "method": "ωB97M-V/def2-TZVPD",
  "total_charge": 1,
  "symbols": ["O", "H", "H", "H", "C", "O", "C", "H", "H", "H", "H", "H", "H"],
  "positions_angstrom": [[0.38187, -2.41955, -0.52956], [0.35021, 2.51357, -0.05502], [-0.17896, -3.20348, -0.61693], [1.24037, -2.78978, -0.78130], [0.26259, 0.36371, 0.00434], [0.92011, 1.73372, 0.03884], [-1.16772, 0.53141, 0.36177], [0.84288, -0.23671, 0.70497], [0.39808, -0.04206, -0.96213], [1.72383, 1.91520, 0.54847], [-1.70025, 1.20815, -0.30938], [-1.42224, 0.86347, 1.36588], [-1.65077, -0.43765, 0.23002]]
}

---

Bottom line: <x>, by a margin of 0.0238 hartree.

---

<w>
{
  "formula": "C8H10OS",
  "method": "ωB97M-V/def2-TZVPD",
  "smiles": "C[C@H]1C[C@]1(O)c1cccs1",
  "symbols": ["C", "C", "C", "C", "C", "C", "C", "C", "O", "S", "H", "H", "H", "H", "H", "H", "H", "H", "H", "H"],
  "positions_angstrom": [[2.24390, 2.07790, -1.27631], [0.80405, 1.64861, -1.16778], [3.13791, 1.18368, -0.81040], [0.74485, 0.37812, -0.71248], [-0.49670, -1.83083, -0.15848], [-0.73921, -0.94721, 1.07339], [-0.42441, -0.33944, -0.27478], [-2.06746, -0.87377, 1.74087], [-1.59098, 0.16651, -0.91771], [2.29773, -0.29532, -0.37492], [2.33389, 3.16155, -1.68964], [0.02545, 2.45461, -1.23404], [4.15813, 1.06941, -0.96748], [0.38386, -2.39283, -0.06943], [-1.40195, -2.42610, -0.50146], [0.03567, -0.95945, 1.82683], [-2.88028, -1.47499, 1.20233], [-2.31628, 0.21931, 1.74189], [-2.03211, -1.22773, 2.80234], [-2.21608, 0.40795, -0.23275]]
}

---

<x>
{
  "formula": "C8H10OS",
  "method": "ωB97M-V/def2-TZVPD",
  "symbols": ["C", "C", "C", "C", "C", "C", "C", "C", "O", "S", "H", "H", "H", "H", "H", "H", "H", "H", "H", "H"],
  "positions_angstrom": [[-0.40588, -0.34095, -1.15317], [-0.28785, -1.27371, 1.43139], [0.62342, 0.35847, -0.83196], [0.77166, -0.47885, 1.49290], [-1.60906, -1.07395, -1.46375], [-2.47720, -1.41788, -0.16318], [1.49655, 1.25782, -1.63758], [1.42278, 0.13389, 2.71452], [1.32908, 0.08230, 0.32301], [-1.59434, -2.10427, 1.27289], [-2.20742, -0.32250, -1.97321], [-1.42349, -1.90035, -2.04932], [-3.00146, -0.43900, 0.10568], [-3.42607, -1.94150, -0.26077], [2.55639, 1.27337, -1.29910], [1.42279, 0.84383, -2.68583], [1.08550, 2.28793, -1.58600], [2.45661, -0.17419, 2.87681], [1.31699, 1.20049, 2.48235], [0.89979, -0.17609, 3.64421]]
}

---

Bottom line: <w>, by a margin of 0.1545 hartree.

---

<w>
{
  "formula": "C2H6O2",
  "method": "ωB97M-V/def2-TZVPD",
  "symbols": ["C", "C", "O", "H", "H", "H", "H", "H", "H", "O"],
  "positions_angstrom": [[1.17853, 0.39440, 0.51584], [0.60904, -0.38017, -0.53894], [-0.30146, -0.06810, -1.28165], [0.83798, 1.38446, 0.77189], [1.76198, -0.10926, 1.27135], [0.95504, -1.42096, -0.60299], [1.70902, 0.46476, -0.57971], [-2.95629, -0.44708, 0.16918], [-1.54669, 0.05862, -0.20113], [-2.24716, 0.12332, 0.47616]]
}

---

<x>
{
  "formula": "C2H6O2",
  "method": "ωB97M-V/def2-TZVPD",
  "smiles": "OCCO",
  "symbols": ["C", "C", "H", "H", "H", "H", "H", "H", "O", "O"],
  "positions_angstrom": [[-0.51615, 0.47225, -0.04022], [0.54469, -0.48267, -0.00904], [-0.44413, 1.32809, -0.92926], [-0.36763, 1.10538, 1.03135], [0.56549, -1.05229, 0.79152], [0.47856, -1.14334, -0.87407], [2.72775, -0.36752, -0.09455], [-2.55296, 0.30184, -0.04933], [1.71063, 0.24173, 0.02586], [-1.78292, -0.25544, 0.02663]]
}

---

<y>
{
  "formula": "C2H6O2",
  "method": "ωB97M-V/def2-TZVPD",
  "smiles": "O=CO.C",
  "symbols": ["C", "H", "H", "H", "H", "O", "C", "O", "H", "H"],
  "positions_angstrom": [[-1.85580, 0.34315, -1.14045], [-2.81463, 0.70239, -1.45688], [-1.01582, 0.68555, -1.73993], [-1.77364, -0.73806, -1.13547], [-1.65425, 0.65137, -0.11580], [2.08480, 0.40382, 0.05952], [1.50776, -0.09315, 0.97782], [2.06963, -0.99317, 1.80940], [0.49085, 0.16773, 1.29752], [2.96111, -1.12962, 1.44427]]
}

---

<z>
{
  "formula": "C2H6O2",
  "method": "ωB97M-V/def2-TZVPD",
  "symbols": ["O", "C", "C", "O", "H", "H", "H", "H", "H", "H"],
  "positions_angstrom": [[-0.33904, 0.41470, -1.38928], [0.11549, -0.63733, -0.52886], [0.04547, 0.39127, 1.09572], [-0.37178, 1.51274, 0.60591], [0.00805, -0.86008, -1.70790], [-0.60242, -1.39491, -0.20844], [1.18673, -0.84191, -0.47846], [-0.65501, -0.19271, 1.70665], [1.08453, 0.33966, 1.44617], [-0.47200, 1.26857, -0.54151]]
}

---

Bottom line: <y>, by a margin of 0.0748 hartree.